This record from OMol25 describes a cluster of 2 separate species, C6H13O2 in total. The level of theory is wB97M-V/def2-TZVPD.

Geometry as XYZ:
```
21
Properties=species:S:1:pos:R:3:forces:R:3:nbo_charge:R:1
C -0.65120 2.69399 0.92017 0.235 -0.531 -0.123 -0.11
O -0.12617 3.79972 1.48925 -0.164 0.368 0.002 -0.28
C 0.47324 2.09358 0.02865 -0.347 -0.029 -0.068 -0.38
C -0.02731 0.81799 -0.67383 0.405 0.292 0.282 -0.44
C 0.23200 -0.40940 0.14543 -0.318 -0.215 -0.297 -0.20
C 1.00362 -1.41888 -0.23296 0.410 -0.301 -0.091 -0.18
C 1.19897 -2.71189 0.52172 0.394 0.444 -0.078 -0.65
H -1.54027 2.83438 0.28611 0.044 0.328 0.147 0.15
H -0.85851 1.94279 1.69294 -0.132 -0.109 0.070 0.18
H 0.77051 2.85427 -0.69229 0.034 -0.028 -0.003 0.22
H 1.31137 1.85967 0.67352 0.283 0.058 -0.010 0.22
H -1.09131 0.93368 -0.87797 -0.161 -0.093 -0.060 0.21
H 0.46031 0.72225 -1.63951 0.111 -0.068 -0.127 0.22
H -0.30083 -0.49689 1.08746 -0.059 0.024 0.125 0.19
H 1.60052 -1.35421 -1.14690 -0.399 0.208 -0.014 0.20
H 2.07304 -3.22277 0.12516 -0.022 -0.175 0.000 0.22
H 0.34126 -3.36823 0.42063 -0.136 -0.146 0.048 0.22
H 1.39923 -2.52622 1.57330 -0.182 -0.042 0.189 0.22
H -2.55995 -1.16189 -0.89928 -0.141 -0.249 -0.262 0.46
H -1.38400 -2.00190 -1.29511 -0.256 -0.047 -0.192 0.47
O -2.32451 -1.88005 -1.50646 0.398 0.311 0.460 -0.93
```
Forces are in eV/Å.

Output
⟨S²⟩: 0.754
HOMO energy (alpha / beta): -9.8 / -9.8 eV
2S+1: 2
gap between HOMO and LUMO (alpha / beta): 10.66 / 8.39 eV
largest force on an atom: 0.01329 Eh/bohr
LUMO energy (alpha / beta): 0.833 / -1.443 eV


This record from OMol25 describes a cluster of 2 separate species, C6H13O2PS in total. The level of theory is wB97M-V/def2-TZVPD.

Geometry as XYZ:
```
23
Properties=species:S:1:pos:R:3:forces:R:3:nbo_charge:R:1
C -0.68631 -0.88938 -2.80619 -6.064 1.575 1.044 -0.32
C -2.00788 -0.85716 -2.68037 8.299 -0.028 -0.959 -0.41
P -3.93118 -0.56503 -2.72743 -0.234 0.460 0.250 0.57
H 0.40675 -0.50887 -2.77417 -2.437 -1.232 -0.175 0.25
H -3.83762 -0.27128 -4.14920 0.114 -0.304 0.946 0.02
H -4.11333 -1.87466 -2.17652 -0.024 0.544 -0.344 0.02
H -3.79182 0.52436 -1.77604 0.243 -0.773 -0.655 0.04
H -5.37318 -0.30016 -2.75858 0.157 -0.231 -0.085 -0.16
C 2.80426 0.61901 1.60298 0.182 -0.084 0.005 -0.41
C 2.14472 0.11381 0.31870 0.123 0.073 -0.198 -0.40
C 0.84973 -0.59628 0.71637 0.125 -0.257 -0.540 -0.69
S 0.30704 0.16910 2.23939 -0.218 0.173 -0.016 2.17
O 0.37757 -0.81185 3.29820 -0.228 0.239 -0.150 -0.94
O -0.88605 0.94512 1.98423 0.128 -0.347 0.305 -0.94
C 1.69235 1.28084 2.40551 0.443 0.273 0.070 -0.68
H 3.61803 1.31708 1.39363 -0.072 -0.071 0.049 0.22
H 3.21861 -0.22632 2.16261 -0.033 0.104 -0.012 0.22
H 1.91377 0.96484 -0.33129 0.016 -0.064 0.074 0.21
H 2.80542 -0.55459 -0.23908 -0.088 0.065 0.045 0.22
H 0.07603 -0.47777 -0.04419 -0.072 -0.089 0.227 0.27
H 1.01922 -1.65682 0.91263 -0.101 0.127 0.099 0.25
H 1.94142 1.41075 3.45873 -0.202 -0.048 -0.041 0.26
H 1.40602 2.23904 1.96529 -0.059 -0.106 0.061 0.24
```
Forces are in eV/Å.

Output
HOMO energy: -9.6 eV
2S+1: 1
gap between HOMO and LUMO: 10.07 eV
largest force on an atom: 0.16247 Eh/bohr
LUMO energy: 0.468 eV


This record from OMol25 describes a cluster of 2 separate species, C6H13O3 in total. The level of theory is wB97M-V/def2-TZVPD.

Geometry as XYZ:
```
22
Properties=species:S:1:pos:R:3:forces:R:3:nbo_charge:R:1
O 1.24754 -2.73964 1.85373 3.789 -2.758 2.838 -0.02
O 2.27339 -3.26964 2.35637 -3.151 1.559 -1.330 0.02
C -0.52703 3.27341 -0.73570 -0.061 -0.362 0.221 -0.60
C -0.73127 2.02609 0.15106 0.979 -0.344 -0.581 -0.39
C 0.03751 0.79023 -0.39205 -0.117 0.310 -0.679 -0.39
C -0.11833 -0.46996 0.48288 -0.742 0.349 -0.142 0.03
C 0.53498 -1.70112 -0.01813 -0.244 1.289 -0.885 -0.09
C -0.13019 -2.54743 -0.99883 -0.335 -0.506 -0.954 -0.68
O 0.34181 -0.12585 1.78626 0.091 -0.440 0.464 -0.72
H -1.05442 4.11644 -0.28662 0.013 0.068 -0.130 0.21
H 0.53693 3.55080 -0.81562 -0.345 -0.188 0.026 0.20
H -0.92491 3.11463 -1.74700 0.119 0.050 0.194 0.20
H -0.33897 2.22850 1.14461 -0.208 0.052 0.179 0.21
H -1.78689 1.76909 0.22160 -0.128 0.092 0.109 0.19
H -0.34267 0.57695 -1.41994 0.199 -0.058 0.620 0.19
H 1.10262 1.04866 -0.52145 -0.237 -0.156 0.211 0.20
H -1.21294 -0.66332 0.50547 0.217 0.005 0.151 0.15
H 1.60538 -1.74086 0.03373 0.335 0.188 -0.139 0.18
H 0.51946 -3.36835 -1.33028 -0.204 0.178 0.040 0.22
H -1.08873 -2.98982 -0.67459 0.256 0.273 0.024 0.22
H -0.34909 -1.92131 -1.88899 -0.118 -0.397 0.046 0.22
H 0.40581 -0.95751 2.29349 -0.107 0.796 -0.282 0.47
```
Forces are in eV/Å.

Output
⟨S²⟩: 3.763
HOMO energy (alpha / beta): -7.5 / -10.1 eV
2S+1: 4
gap between HOMO and LUMO (alpha / beta): 8.40 / 8.67 eV
largest force on an atom: 0.10655 Eh/bohr
LUMO energy (alpha / beta): 0.953 / -1.455 eV


This record from OMol25 describes a cluster of 2 separate species, C6H13OP in total. The level of theory is wB97M-V/def2-TZVPD.

Geometry as XYZ:
```
21
Properties=species:S:1:pos:R:3:forces:R:3:nbo_charge:R:1
C 1.66115 -1.86362 0.56740 0.436 0.435 0.307 -0.49
C 2.14937 -0.75802 0.08807 1.292 -1.006 -0.561 0.09
C 2.94144 1.48207 0.33707 0.709 0.750 1.563 -0.64
C -3.09203 -0.71209 -1.19978 0.332 -1.509 -2.546 -1.00
C -2.03252 0.25926 1.25772 -0.897 2.645 0.700 -1.00
C 2.89410 0.18374 -0.42248 0.503 0.197 0.534 -0.30
O -1.24975 1.16315 -1.24672 -1.713 -0.803 2.118 -0.96
P -1.52254 -0.31189 -0.38404 0.402 0.777 -1.231 1.05
H 0.68637 -2.10933 0.29746 -1.612 -0.569 -0.360 0.22
H 2.15759 -2.52640 1.26416 0.309 0.242 0.015 0.22
H 3.70974 1.55188 1.19132 -0.208 -0.439 -1.683 0.22
H 2.06766 1.45190 1.02598 -0.044 0.863 -1.071 0.23
H 3.10285 2.37867 -0.31843 -0.684 -0.680 0.822 0.22
H -3.25518 -0.17646 -2.17921 0.554 -0.089 1.130 0.26
H -3.01633 -1.78901 -1.57113 -0.404 1.121 0.870 0.23
H -3.96022 -0.54352 -0.62724 -1.084 -0.061 0.853 0.23
H -2.82355 1.12727 1.18727 1.223 -1.722 0.114 0.23
H -2.39437 -0.51832 1.95792 0.174 0.240 -0.641 0.25
H -1.14415 0.75560 1.72845 -0.599 -0.575 -0.329 0.25
H -0.45310 0.97858 -1.68248 1.963 0.004 -1.071 0.48
H 3.57348 -0.02346 -1.27129 -0.650 0.178 0.469 0.23
```
Forces are in eV/Å.

Output
HOMO energy: -8.6 eV
2S+1: 1
gap between HOMO and LUMO: 9.61 eV
largest force on an atom: 0.05791 Eh/bohr
LUMO energy: 0.965 eV